{
  "formula": "C3H13N2O",
  "method": "the ωB97M-V functional and the def2-TZVPD basis",
  "symbols": ["O", "N", "N", "C", "C", "C", "H", "H", "H", "H", "H", "H", "H", "H", "H", "H", "H", "H", "H"],
  "coordinates": [[3.23681, -1.35983, -1.60454], [-2.29069, 0.76665, 0.47144], [-0.54523, -1.26039, -0.10697], [0.15233, 1.00160, 0.66696], [0.20273, -0.10269, -0.37706], [-1.24363, 1.42839, 1.20407], [0.66700, 0.52699, 1.58788], [3.46050, -1.72573, -2.40368], [0.00524, 0.17140, -1.47245], [1.27257, -0.40347, -0.33479], [-2.99018, 0.26654, 1.03735], [3.84803, -1.21267, -0.88515], [-1.52661, 1.20469, 2.35558], [0.84260, 1.77436, 0.48355], [-1.35383, -0.48957, -0.13888], [-2.86173, 1.22854, -0.30757], [-0.56845, -1.52017, 0.85247], [-0.10526, -1.98392, -0.65973], [-1.40160, 2.53400, 1.20670]],
  "forces_ev_per_angstrom": [[-2.88, 1.80, 3.21], [-2.15, -1.66, -2.48], [-1.56, 0.10, 0.70], [-0.51, -2.01, 3.47], [5.46, 2.86, -1.83], [-1.06, 1.62, 2.39], [-0.64, 0.46, -1.21], [1.94, -1.32, -2.32], [0.07, -0.01, 1.66], [-0.44, 0.45, -0.61], [0.58, 0.57, -0.18], [0.87, -0.49, -0.82], [1.49, 0.15, -2.50], [0.39, 1.20, -0.85], [-2.77, -1.65, -0.41], [1.58, -0.31, 1.62], [0.46, -0.48, 1.10], [-1.22, -0.57, -0.58], [0.40, -0.72, -0.35]],
  "e_lumo_ev": -3.0,
  "charge": 1,
  "energy_ev": -8341.075,
  "multiplicity": 1
}


{
  "formula": "C3H6O2S",
  "method": "the ωB97M-V functional and the def2-TZVPD basis",
  "symbols": ["S", "O", "O", "C", "C", "C", "H", "H", "H", "H", "H", "H"],
  "coordinates": [[2.25517, -0.04365, -0.48395], [-1.15321, -1.84138, -0.44995], [-0.59103, 1.68641, -0.03784], [-0.57134, -0.77945, -0.21936], [-1.36610, 0.57784, -0.27911], [0.84229, -0.80367, 0.41771], [1.07571, -1.84802, 0.64224], [0.01373, 1.84564, -0.74439], [2.83858, 0.38770, 0.60009], [-2.17157, 0.53464, 0.42890], [-1.88804, 0.55450, -1.24655], [0.71580, -0.27056, 1.37220]],
  "forces_ev_per_angstrom": [[-1.00, -0.42, -0.74], [1.14, 2.07, 0.12], [-0.34, 0.80, 1.06], [-1.09, -1.26, 0.53], [0.55, -1.88, -1.26], [-0.48, -0.07, 0.19], [-0.12, 0.18, -0.18], [0.67, 0.07, -0.76], [0.47, 0.41, 0.73], [-0.18, -0.12, 0.72], [0.24, 0.25, -0.09], [0.14, -0.02, -0.31]],
  "smiles": "O=C(CO)CS",
  "e_lumo_ev": 0.4,
  "charge": 0,
  "energy_ev": -18137.619,
  "multiplicity": 1
}


Number 1: F_max 6.43 eV/A. Number 2: F_max 2.37 eV/A.